Record 1
A molecular structure, C28H24CdN7OS, computed with wB97M-V/def2-TZVPD.

The geometry in XYZ format:
```
62
C28H24CdN7OS (wB97M-V/def2-TZVPD)
Cd -0.12769 0.32154 0.47655
C 3.43355 0.40418 0.81000
C 3.01008 1.61737 0.03470
C 3.95079 2.53046 -0.43351
C 3.52321 3.61470 -1.17285
C 2.16653 3.78411 -1.39831
C 1.27800 2.85656 -0.87691
N 1.70749 1.77781 -0.20037
C -0.19739 3.05152 -1.01554
C -0.74739 4.30485 -1.25614
C -2.12485 4.42222 -1.31617
C -2.91834 3.30466 -1.12701
C -2.30176 2.08312 -0.88523
N -0.97453 1.98390 -0.84922
C -3.09290 0.84732 -0.60196
C -4.42676 0.76011 -0.96963
C -5.15075 -0.36532 -0.61106
C -4.52506 -1.36682 0.10385
C -3.17433 -1.23307 0.41255
C -2.44232 -2.31663 1.14959
N -2.47986 -0.15428 0.05116
H 4.40255 0.55894 1.27956
H 3.51811 -0.45664 0.14079
H 2.70341 0.16879 1.58384
H 5.00017 2.38257 -0.21825
H 4.23364 4.32952 -1.56700
H 1.81603 4.62461 -1.97920
H -0.12571 5.18187 -1.35189
H -2.57898 5.38992 -1.48236
H -3.99325 3.40308 -1.12678
H -4.90116 1.54922 -1.53478
H -6.19448 -0.45187 -0.88360
H -5.06713 -2.24728 0.41948
H -3.13085 -2.93752 1.71805
H -1.70909 -1.88970 1.83296
H -1.91684 -2.96053 0.43916
C 1.93415 -3.53626 4.24579
C 1.36792 -2.27237 4.17996
C 1.02709 -1.74184 2.94944
C 1.25293 -2.46635 1.78178
C 1.82637 -3.74229 1.84833
C 2.16069 -4.26599 3.07912
N 0.88044 -1.84231 0.57213
N 1.11277 -2.49741 -0.45327
C 0.76596 -1.92286 -1.69232
C 1.04400 -2.69629 -2.81158
C 0.72809 -2.19189 -4.06109
C 0.14849 -0.93686 -4.14166
C -0.08990 -0.23800 -2.96558
N 0.20987 -0.71515 -1.76532
H 2.20324 -3.95942 5.20498
H 1.18865 -1.68608 5.07153
H 0.59203 -0.75150 2.90394
H 1.99749 -4.29901 0.93830
H 2.60375 -5.25151 3.13545
H 1.49871 -3.66733 -2.67194
H 0.92937 -2.76410 -4.95664
H -0.11787 -0.49812 -5.09279
H -0.54014 0.74704 -2.99121
O 0.11850 0.92212 4.44259
S -0.60636 1.83545 3.55218
N -0.67836 1.56504 2.10342
```

Properties
**Largest force on an atom**: 0.74 eV/A
**Net charge**: +1
**Relative energy (zero: lowest compared OMol25 entry of this formula, charge and spin)**: 0.0 kcal/mol
**LUMO energy**: -3.934 eV
**Total energy**: -2105.7008 a.u.

Here are the Löwdin charges for atoms 1 to 4, given in e: atom 1 (Cd): 1.31, atom 2 (C): -0.02, atom 3 (C): -0.31, atom 4 (C): -0.01

Record 2
A molecular structure, C28H24N2O11P3Ta at a distorted geometry, computed with wB97M-V/def2-TZVPD.

The geometry in XYZ format:
```
69
C28H24N2O11P3Ta (wB97M-V/def2-TZVPD)
Ta 0.05230 -0.22930 -0.03210
O -1.36340 -1.44490 -0.25400
C -2.64920 -1.64460 -0.08850
C -3.17790 -2.94350 -0.05410
C -4.52580 -3.15440 0.13630
C -5.40000 -2.08340 0.30130
C -4.90890 -0.80120 0.27760
C -3.54370 -0.55270 0.07620
C -3.07970 0.79330 0.03050
N -1.84000 1.12070 -0.11240
N -1.58810 2.44940 -0.23230
C -0.34100 2.68620 -0.48720
O 0.53380 1.72700 -0.53420
C 0.08600 4.05580 -0.81110
C -0.35810 5.14860 -0.07530
C 0.04470 6.42250 -0.43220
C 0.86760 6.60880 -1.53190
C 1.30100 5.51920 -2.26900
C 0.92710 4.23960 -1.90450
H -2.49640 -3.76990 -0.17330
H -4.91160 -4.16060 0.17010
H -6.45430 -2.25880 0.44560
H -5.57420 0.03800 0.41760
H -3.80680 1.60120 0.11100
H -1.01160 4.97660 0.76540
H -0.28960 7.27410 0.14210
H 1.15320 7.60760 -1.82600
H 1.91920 5.66440 -3.14050
H 1.21930 3.37880 -2.48630
O -2.05580 -0.29360 2.60460
P -0.48120 -0.53940 2.76300
O 0.00230 -0.48530 4.13810
O 0.11020 0.40180 1.71230
O -0.36950 -2.01360 2.11390
P 1.10880 -2.45790 1.53820
O 2.02590 -1.33170 2.26860
O 1.43260 -3.82340 1.91360
O 1.11480 -2.00640 0.09750
H -2.47570 -0.41480 3.45670
H 2.05260 -1.49560 3.21710
O 0.86830 1.23710 -3.39470
C 1.20890 0.43430 -2.56280
O 0.38470 -0.35670 -1.91690
C 2.66060 0.25300 -2.14170
P 2.72230 0.38040 -0.28140
C 4.39330 -0.33950 -0.00140
C 5.52060 0.43730 -0.25240
C 6.78440 -0.04800 0.02380
C 6.93570 -1.31570 0.55920
C 5.82240 -2.10600 0.78560
C 4.55480 -1.62780 0.49580
C 3.07820 2.14330 0.11550
C 2.75970 2.51140 1.42230
C 2.90180 3.82090 1.83990
C 3.38070 4.77760 0.95970
C 3.71590 4.41820 -0.33400
C 3.55840 3.10910 -0.76070
H 3.30930 0.96670 -2.64990
H 2.96600 -0.76860 -2.38500
H 5.40810 1.43190 -0.65470
H 7.64800 0.57320 -0.15970
H 7.92140 -1.67970 0.80190
H 5.94500 -3.09250 1.20550
H 3.69230 -2.25300 0.66720
H 2.37380 1.76210 2.10210
H 2.63110 4.09610 2.84800
H 3.49030 5.80100 1.28210
H 4.09570 5.15890 -1.02250
H 3.79490 2.86100 -1.78580
```

Properties
**Largest force on an atom**: 4.89 eV/A
**Relative energy (zero: lowest compared OMol25 entry of this formula, charge and spin)**: 44.3 kcal/mol
**LUMO energy**: -0.826 eV
**Total energy**: -3100.1076 a.u.

Here are the Löwdin charges for atoms 1 to 4, given in e: atom 1 (Ta): 1.80, atom 2 (O): -0.21, atom 3 (C): -0.29, atom 4 (C): 0.02

Record 3
A molecular structure, C28H24N2O5PSSeZr at a distorted geometry, computed with wB97M-V/def2-TZVPD.

The geometry in XYZ format:
```
63
C28H24N2O5PSSeZr (wB97M-V/def2-TZVPD)
Zr 0.60917 -0.50969 -0.45143
C -3.18811 -3.96452 -7.00145
C -2.25422 -3.43885 -5.94906
C -1.62313 -4.31804 -5.06557
C -0.74527 -3.85646 -4.10595
C -0.49972 -2.48834 -4.04017
C -1.11556 -1.58461 -4.88998
C -1.99106 -2.07752 -5.84592
S 0.59278 -1.89585 -2.84197
O 0.41986 -0.40174 -2.65750
O 0.06979 -2.31954 -1.44668
N 1.97040 -2.36543 -3.19467
C 3.19011 -1.88852 -2.48265
C 2.83156 -1.14993 -1.20337
O 2.58466 0.10133 -1.20398
O 2.37422 -1.79858 -0.20610
H -3.84468 -4.73429 -6.59617
H -2.62382 -4.41248 -7.82192
H -3.80534 -3.17066 -7.41864
H -1.82621 -5.37980 -5.13339
H -0.25752 -4.54330 -3.42685
H -0.92134 -0.52382 -4.80602
H -2.48131 -1.38808 -6.52167
H 3.73080 -1.21859 -3.14622
H 3.79512 -2.76026 -2.24737
Se -0.09063 2.23660 -0.92351
C -1.34316 0.94806 -0.73003
N -1.76782 -0.12607 -0.53256
O 0.33395 0.02737 1.56297
P 1.09723 -0.82251 2.62591
C 0.45214 -0.46581 4.24152
C 0.44879 -1.43996 5.23727
C 0.00922 -1.11067 6.50992
C -0.43529 0.17597 6.78072
C -0.44566 1.14160 5.78245
C 0.00068 0.82575 4.50974
C 2.82718 -0.40702 2.65899
C 3.29824 0.67963 1.93126
C 4.63759 1.03607 2.02055
C 5.49544 0.31698 2.83447
C 5.02134 -0.75579 3.58364
C 3.68872 -1.11418 3.50447
C 0.72077 -2.50847 2.16288
C 1.57940 -3.60158 2.30112
C 1.14826 -4.86068 1.93006
C -0.13592 -5.04140 1.42226
C -0.99006 -3.96399 1.28363
C -0.56818 -2.69271 1.65447
H 0.76660 -2.45557 5.02857
H 0.00130 -1.86225 7.28779
H -0.78528 0.42581 7.77398
H -0.80488 2.13969 5.99452
H -0.01348 1.57715 3.72947
H 2.63349 1.24969 1.29701
H 5.00821 1.87882 1.45256
H 6.53878 0.59611 2.90032
H 5.68957 -1.30059 4.23671
H 3.32300 -1.91842 4.13055
H 2.59230 -3.47188 2.65356
H 1.81367 -5.70834 2.02376
H -0.46120 -6.03192 1.13200
H -1.98612 -4.09902 0.88428
H -1.26020 -1.86251 1.57845
```

Properties
**Largest force on an atom**: 1.05 eV/A
**Net charge**: +1
**LUMO energy**: -3.268 eV
**Total energy**: -4755.0847 a.u.

Here are the Löwdin charges for atoms 1 to 4, given in e: atom 1 (Zr): 1.70, atom 2 (C): -0.04, atom 3 (C): -0.25, atom 4 (C): -0.02

Record 4
A molecular structure, C28H25BBaBr2N8O2S at a distorted geometry, computed with wB97M-V/def2-TZVPD.

The geometry in XYZ format:
```
68
C28H25BBaBr2N8O2S (wB97M-V/def2-TZVPD)
Ba -0.29900 -1.33478 0.63665
C -5.45633 4.91791 0.19788
C -4.14694 4.07774 0.09276
C -3.69310 3.40227 1.24399
C -2.48119 2.76019 1.16527
C -1.69379 2.68894 0.00835
C -2.15961 3.30616 -1.18636
C -3.37925 4.01748 -1.11916
S -0.01794 2.08027 0.08568
O 0.17044 1.06580 -0.94706
O 0.90909 3.15951 -0.00388
N 0.00044 1.28216 1.48658
C 0.02634 1.70233 2.77843
C 0.07535 3.00808 3.21185
C 0.26060 3.30784 4.58152
C 0.38360 2.18239 5.40622
C 0.28429 0.93258 4.88227
N 0.11775 0.63172 3.59829
H -6.24598 4.28927 0.52081
H -5.90304 5.22161 -0.77511
H -5.36649 5.67999 0.99763
H -4.19533 3.35627 2.16078
H -2.03034 2.26472 2.05286
H -1.64633 3.33802 -2.15903
H -3.70828 4.54990 -1.96186
H 0.08894 3.80305 2.46185
H 0.32421 4.33725 4.93032
H 0.54664 2.34240 6.46521
H 0.39346 0.10249 5.57102
Br 6.86200 0.30910 2.68693
C 5.11798 -0.19443 2.15175
C 4.19970 -0.57552 3.19840
C 2.92284 -0.89923 2.80415
N 2.56585 -1.04393 1.53128
C 3.49393 -0.82087 0.59133
C 4.76870 -0.27028 0.86563
C 3.07999 -0.98986 -0.81983
C 3.97409 -0.60610 -1.80808
C 3.65973 -0.92607 -3.10712
Br 4.96474 -0.74890 -4.45885
C 2.38456 -1.40577 -3.42846
C 1.52116 -1.61678 -2.40049
N 1.85441 -1.45365 -1.12037
H 4.36423 -0.40396 4.21015
H 2.12459 -0.95166 3.55303
H 5.49277 -0.03398 0.07818
H 4.96184 -0.10652 -1.64535
H 2.08829 -1.38109 -4.48012
H 0.50630 -1.85032 -2.61020
B -2.30264 -3.91029 -1.30805
N -2.23502 -2.63847 -2.16538
C -2.16805 -2.61872 -3.52460
C -2.02361 -1.32766 -3.91839
C -1.98851 -0.58242 -2.75234
N -2.07807 -1.38911 -1.66693
N -0.98072 -4.62975 -1.30905
C -0.58412 -5.51377 -2.25031
C 0.82798 -5.67426 -2.05382
C 1.09826 -4.84867 -0.96981
N 0.06491 -4.13243 -0.60180
H -3.10500 -4.74987 -1.73531
H -2.49787 -3.53188 -0.11337
H -2.30598 -3.55568 -4.08926
H -2.07730 -1.02315 -4.92403
H -2.01927 0.51735 -2.67743
H -1.28884 -5.86849 -2.98996
H 1.50289 -6.19176 -2.63890
H 2.09505 -4.83471 -0.48696
```

Properties
**Largest force on an atom**: 3.70 eV/A
**LUMO energy**: -0.814 eV
**Total energy**: -7267.1801 a.u.

Here are the Löwdin charges for atoms 1 to 4, given in e: atom 1 (Ba): 1.77, atom 2 (C): -0.05, atom 3 (C): -0.21, atom 4 (C): -0.03

no.,orbital gap (eV)
1,7.130
2,7.763
3,8.395
4,7.292